# 1
ORCA calculation (ωB97M-V/def2-TZVPD) on a single C6H6O2 molecule.

Structure (XYZ):
```
14
Properties=species:S:1:pos:R:3:forces:R:3:lowdin_charge:R:1
C -1.2434 1.1219 -0.1594 -2.2 3.7 -0.6 -0.14
C -0.0330 0.7178 -0.0546 2.5 -2.5 2.8 -0.24
C 1.3182 1.1574 0.1855 2.6 -0.8 0.4 0.01
O 2.2627 -0.1826 -0.1224 -3.4 2.8 0.4 -0.05
C 1.2699 -1.1107 -0.1720 -1.2 1.6 3.0 -0.12
C 0.0178 -0.7668 0.3070 0.3 1.7 -3.0 -0.12
C -1.4377 -1.1397 0.0832 -0.4 -1.9 -0.6 -0.07
O -2.2258 0.1700 -0.0591 1.7 -1.4 -0.4 -0.09
H -1.4770 2.2476 -0.2595 -0.4 -2.2 0.0 0.16
H 1.7207 1.7833 -0.5173 0.9 1.7 -1.9 0.08
H 1.6323 1.6024 1.1642 -0.6 -1.1 -0.4 0.15
H 1.7629 -1.9856 -0.0941 0.9 -3.6 -0.5 0.09
H -1.2925 -1.8368 -0.9912 -1.7 2.0 3.1 0.19
H -1.9915 -1.5902 1.0126 1.2 0.2 -2.2 0.14
```
Forces are in eV/Å.

Summary:
HOMO   -7.65 eV
Energy relative to the best compared isomer or geometry (same formula, charge and spin)   4.364 eV
HOMO-LUMO gap   8.34 eV
Structure (SMILES)   C1=C2COC=C2CO1
Lowest unoccupied orbital energy   0.698 eV

=====

# 2
ORCA calculation (ωB97M-V/def2-TZVPD) on 9 unconnected molecules or ions with the total composition C9H31N5O14.

Structure (XYZ):
```
59
Properties=species:S:1:pos:R:3:forces:R:3:lowdin_charge:R:1
C -5.2151 -16.3746 5.9129 -0.5 0.7 0.7 0.06
N -5.1745 -14.9116 5.6469 -1.6 1.9 -0.2 -0.42
O -5.9473 -14.1708 6.2793 0.9 -1.3 -0.2 0.02
O -4.4652 -14.4802 4.7625 0.2 -0.6 0.2 0.07
H -4.1703 -16.5933 6.0321 0.4 -0.7 -0.2 0.09
H -5.7100 -16.8386 5.0305 0.4 0.2 0.9 0.12
H -5.7404 -16.4661 6.8892 0.1 -0.3 -1.1 0.10
C -10.6989 -12.4456 9.0385 -1.9 1.1 0.4 0.06
N -11.2926 -13.0040 7.7493 2.6 -0.1 0.8 -0.42
O -11.9205 -12.2601 7.0446 -0.6 0.1 -0.2 0.07
O -10.9328 -14.1347 7.4820 -0.7 0.2 -0.1 0.05
H -9.7366 -11.9502 8.9097 -0.2 -0.1 -0.7 0.09
H -10.6124 -13.2197 9.7763 0.1 -0.6 0.0 0.08
H -11.4760 -11.7260 9.3875 0.8 -0.3 -0.2 0.10
C -7.0800 -11.5605 5.0056 1.0 1.5 -1.2 0.03
N -8.0396 -11.3963 6.0483 -2.0 0.3 2.1 -0.43
O -8.0605 -10.4714 6.8554 0.7 -0.5 -0.8 0.06
O -8.9046 -12.2598 6.0460 -0.3 -0.2 0.1 0.04
H -6.3307 -10.7604 5.0730 -0.1 -0.4 0.2 0.11
H -7.7140 -11.2852 4.1267 0.8 -1.0 0.2 0.10
H -6.6585 -12.5680 5.1416 -0.3 0.5 -0.7 0.08
C -10.5151 -16.8653 5.9107 0.7 1.4 -0.3 0.06
N -9.3277 -17.5886 6.5223 -0.7 1.7 -1.2 -0.45
O -9.2947 -18.7775 6.4512 -0.1 -1.6 0.3 0.07
O -8.4030 -16.8734 6.8486 0.1 0.0 0.5 0.05
H -10.5340 -15.8515 6.3421 0.2 -0.6 -0.4 0.06
H -11.4914 -17.2916 6.0684 0.1 -0.9 0.1 0.09
H -10.2343 -16.7936 4.8345 -0.3 -0.1 0.8 0.09
C -10.3861 -8.2870 5.7378 -2.3 0.0 -1.1 0.06
N -9.9346 -8.3851 4.3320 -0.5 -1.5 0.8 -0.46
O -9.0785 -9.2192 4.1094 0.7 -0.1 -0.4 0.03
O -10.5335 -7.7695 3.5093 -0.3 1.0 -1.3 0.09
H -11.0755 -7.4101 5.7318 0.7 -0.8 0.5 0.12
H -9.5002 -8.2167 6.2785 1.2 0.2 1.4 0.06
H -10.9351 -9.2442 5.9357 0.5 1.0 -0.1 0.11
C -8.7800 -16.6343 2.0741 -1.4 0.0 0.2 -0.14
O -8.5363 -15.8398 3.2634 1.0 -1.4 -1.4 -0.13
H -8.7852 -16.0937 1.1210 0.5 0.4 0.3 0.08
H -8.2087 -17.5448 1.9369 0.9 0.3 0.6 0.07
H -9.7956 -17.0255 2.1569 -0.3 -0.1 0.0 0.07
H -9.2763 -15.2434 3.2436 -0.6 1.0 0.5 0.01
C -14.6303 -10.1717 4.9303 -1.1 0.1 -1.8 -0.19
O -13.2618 -10.1760 5.1472 1.6 -1.2 0.8 -0.15
H -15.0738 -9.1743 5.1379 0.4 -0.7 0.1 0.09
H -14.8022 -10.3955 3.8511 -0.2 0.3 0.4 0.08
H -15.1505 -10.9691 5.4494 -0.2 0.1 0.5 0.07
H -12.9731 -11.1166 5.2753 -0.3 1.3 -0.1 0.08
C -6.8364 -11.3569 0.6010 0.0 -1.6 -0.3 -0.16
O -8.2450 -11.3658 0.5253 -1.0 0.0 -0.3 -0.15
H -6.4391 -10.5811 -0.0427 0.5 0.2 0.2 0.07
H -6.5750 -11.2884 1.6470 0.7 0.5 0.3 0.05
H -6.4335 -12.3761 0.2601 -0.8 1.5 0.3 0.11
H -8.6285 -10.4832 0.6866 0.6 -0.6 0.0 0.09
C -10.9390 -12.9519 2.7099 1.8 0.8 -1.6 -0.14
O -10.5873 -13.8324 3.7529 0.2 0.5 0.6 -0.13
H -11.2025 -13.5244 1.8298 0.0 -0.4 -0.1 0.08
H -11.7496 -12.2562 2.8396 -0.6 0.2 0.9 0.06
H -10.0416 -12.3232 2.4137 -0.9 -0.7 0.2 0.09
H -9.9926 -13.3192 4.3348 -0.4 -0.5 0.0 0.07
```
Forces are in eV/Å.

Summary:
HOMO   -10.20 eV
HOMO-LUMO gap   10.29 eV
Structure (SMILES)   C[N+](=O)[O-].C[N+](=O)[O-].C[N+](=O)[O-].C[N+](=O)[O-].C[N+](=O)[O-].CO.CO.CO.CO
Lowest unoccupied orbital energy   0.090 eV

=====

# 3
ORCA calculation (ωB97M-V/def2-TZVPD) on a molecular structure, C31H39AgN6O6PS2.

Structure (XYZ):
```
86
Properties=species:S:1:pos:R:3:forces:R:3:lowdin_charge:R:1
Ag -0.0603 -1.6841 0.3542 -0.1 0.4 0.0 0.63
O -4.0962 -5.7443 3.3016 0.5 0.3 -0.7 0.04
C -3.2012 -4.8240 2.7663 -0.6 -0.6 0.9 -0.29
C -2.7989 -3.6873 3.4484 0.4 1.0 0.3 0.04
C -1.9165 -2.8267 2.7896 0.3 0.2 0.1 -0.17
N -1.4981 -3.0776 1.5504 0.0 0.0 0.3 0.07
C -1.8379 -4.2043 0.9370 0.5 0.2 -0.3 -0.19
C -2.6791 -5.1281 1.5308 -0.3 -0.6 -0.9 0.04
C -1.1430 -4.4753 -0.4336 -0.1 0.2 0.4 -0.66
O -1.4091 -5.5792 -0.9042 0.0 -0.3 -0.5 -0.02
O -0.3616 -3.5841 -0.8860 -0.4 -0.5 0.2 -0.13
C -1.2768 -1.5374 3.4502 -1.0 -0.3 -0.5 -0.65
O -1.2200 -1.5312 4.6923 0.1 0.0 -0.3 -0.04
O -0.9461 -0.6665 2.6044 0.2 -0.3 0.7 -0.16
H -4.3490 -5.4648 4.1761 -0.1 0.3 0.5 0.08
H -3.0980 -3.3641 4.4583 0.0 -0.6 -0.5 0.12
H -2.9620 -6.0520 1.0005 0.3 0.6 0.3 0.13
S -2.2798 0.5010 0.1176 -0.1 -0.1 0.0 0.80
C -1.6318 1.6158 -0.8795 0.4 -0.2 -0.2 -0.73
N -2.1407 2.8554 -1.1085 1.3 -0.5 -1.7 -0.14
C -1.7011 3.6202 -2.3137 0.1 -0.9 0.5 -0.08
C -1.2902 2.5935 -3.3562 0.2 0.5 -0.7 -0.13
N -0.2150 1.7594 -2.8688 -0.1 0.0 0.4 -0.12
C 0.9612 1.5642 -3.7078 0.7 0.7 0.2 -0.12
C 1.6077 2.9048 -4.0310 -0.2 0.2 -0.1 -0.21
C 1.9421 3.8005 -3.0093 -0.5 1.4 -0.7 -0.02
C 2.3783 5.0959 -3.3763 0.5 0.0 1.4 -0.09
C 2.5899 5.4179 -4.6934 0.5 0.4 -0.8 -0.12
C 2.3699 4.4957 -5.7063 -0.1 -0.2 -0.1 -0.09
C 1.8411 3.2681 -5.3648 0.2 -1.1 -0.2 -0.06
C -0.3057 1.3074 -1.5985 -0.9 -0.3 -0.4 -0.72
S 0.8359 0.4054 -0.8807 1.0 -0.3 0.4 0.80
C -3.1894 3.3737 -0.3306 -0.2 0.9 1.4 -0.18
C -4.4444 3.5990 -1.0962 -0.2 0.7 0.8 -0.24
C -4.9372 2.5680 -1.8632 -0.5 -0.8 -1.2 -0.04
C -6.1551 2.6858 -2.5088 -1.0 1.5 0.1 -0.06
C -6.9289 3.8659 -2.3241 0.2 -0.8 -0.4 -0.10
C -6.4554 4.8832 -1.5390 1.7 -1.4 0.5 -0.09
C -5.1929 4.7456 -0.9199 -1.3 0.3 -0.6 -0.03
H -0.8296 4.2524 -2.0785 -0.4 0.0 0.0 0.13
H -2.5292 4.2203 -2.7229 0.2 -0.2 0.4 0.13
H -0.8998 3.1176 -4.2274 -0.1 0.1 -0.1 0.12
H -2.1287 1.9845 -3.7057 -0.2 0.0 0.2 0.14
H 0.7476 1.0116 -4.6251 -0.3 0.0 0.1 0.13
H 1.7088 1.0130 -3.1457 -0.3 -0.4 0.2 0.08
H 1.7127 3.6313 -1.9641 0.2 -0.5 0.0 0.11
H 2.6741 5.8833 -2.6240 -0.6 -1.2 -0.6 0.12
H 3.0112 6.3811 -4.9482 -0.1 0.1 0.0 0.10
H 2.6088 4.6805 -6.7562 -0.1 0.2 0.4 0.11
H 1.6935 2.4958 -6.1474 -0.1 0.6 0.5 0.12
H -2.7822 4.2882 0.1212 -0.5 0.2 0.0 0.14
H -3.4132 2.6932 0.5083 0.3 0.1 -0.4 0.10
H -4.3554 1.6620 -2.0109 0.0 0.1 0.2 0.11
H -6.5855 1.9395 -3.1586 0.3 -0.4 0.1 0.10
H -7.9040 4.0090 -2.7854 0.2 -0.4 -0.1 0.10
H -7.0578 5.7061 -1.3150 -0.7 1.3 0.1 0.08
H -4.9026 5.5727 -0.2981 0.6 0.0 0.3 0.10
C 5.2806 -2.5836 3.3450 -1.0 1.1 0.0 -0.12
N 4.7850 -2.1405 2.0642 -1.2 -0.8 0.2 -0.32
C 5.7791 -1.6179 1.2090 0.1 0.1 -1.2 -0.15
P 3.1156 -2.0833 1.7252 1.7 -0.3 1.1 0.50
O 2.9321 -1.5420 0.3696 -0.3 0.0 -0.4 -0.33
N 2.7437 -3.6436 2.1335 -0.6 -0.5 -0.4 -0.30
C 1.3619 -4.0261 2.4234 -0.2 1.0 -1.0 -0.10
C 3.3398 -4.6073 1.2246 0.5 -0.5 -0.8 -0.12
N 2.3597 -1.2344 2.8829 0.1 -0.7 0.4 -0.31
C 2.0514 0.1287 2.6471 -1.1 1.2 -0.7 -0.14
C 2.2749 -1.6133 4.2845 -1.8 0.0 -0.3 -0.09
H 6.1669 -3.1386 3.2586 1.3 -1.2 -0.4 0.06
H 4.5553 -3.1535 3.9020 -0.3 -0.2 0.0 0.07
H 5.5685 -1.7280 3.9409 0.0 0.5 0.5 0.07
H 6.5187 -2.3799 0.9165 0.0 0.0 0.1 0.08
H 6.3118 -0.8220 1.7251 0.3 0.5 -0.2 0.07
H 5.2940 -1.2785 0.2742 0.4 0.1 0.5 0.08
H 0.8410 -3.1835 2.8678 -0.2 0.0 -0.2 0.05
H 1.3171 -4.8286 3.1152 0.2 -1.0 0.7 0.08
H 0.8679 -4.3397 1.4904 -0.1 0.2 0.3 0.08
H 4.4313 -4.4492 1.2204 -0.4 -0.4 0.0 0.07
H 2.9850 -4.5053 0.1608 0.1 0.0 0.9 0.10
H 3.0806 -5.6290 1.5622 0.3 0.5 -0.1 0.09
H 2.4329 0.4569 1.6659 -0.4 -0.1 0.4 0.06
H 2.5137 0.7423 3.3972 0.5 0.5 0.6 0.07
H 0.9488 0.2560 2.7360 0.6 0.2 -0.3 0.07
H 2.2597 -2.7038 4.3453 0.4 0.3 0.4 0.07
H 1.2646 -1.2656 4.6423 0.9 -0.3 -0.1 0.09
H 3.0448 -1.1245 4.8762 0.3 -0.2 0.2 0.08
```
Forces are in eV/Å.

Summary:
HOMO   -4.83 eV
HOMO-LUMO gap   6.75 eV
Total charge   -1
Lowest unoccupied orbital energy   1.920 eV

=====

Please write out number 1 again, unchanged.
ORCA calculation (ωB97M-V/def2-TZVPD) on a single C6H6O2 molecule.

Structure (XYZ):
```
14
Properties=species:S:1:pos:R:3:forces:R:3:lowdin_charge:R:1
C -1.2434 1.1219 -0.1594 -2.2 3.7 -0.6 -0.14
C -0.0330 0.7178 -0.0546 2.5 -2.5 2.8 -0.24
C 1.3182 1.1574 0.1855 2.6 -0.8 0.4 0.01
O 2.2627 -0.1826 -0.1224 -3.4 2.8 0.4 -0.05
C 1.2699 -1.1107 -0.1720 -1.2 1.6 3.0 -0.12
C 0.0178 -0.7668 0.3070 0.3 1.7 -3.0 -0.12
C -1.4377 -1.1397 0.0832 -0.4 -1.9 -0.6 -0.07
O -2.2258 0.1700 -0.0591 1.7 -1.4 -0.4 -0.09
H -1.4770 2.2476 -0.2595 -0.4 -2.2 0.0 0.16
H 1.7207 1.7833 -0.5173 0.9 1.7 -1.9 0.08
H 1.6323 1.6024 1.1642 -0.6 -1.1 -0.4 0.15
H 1.7629 -1.9856 -0.0941 0.9 -3.6 -0.5 0.09
H -1.2925 -1.8368 -0.9912 -1.7 2.0 3.1 0.19
H -1.9915 -1.5902 1.0126 1.2 0.2 -2.2 0.14
```
Forces are in eV/Å.

Summary:
HOMO   -7.65 eV
Energy relative to the best compared isomer or geometry (same formula, charge and spin)   4.364 eV
HOMO-LUMO gap   8.34 eV
Structure (SMILES)   C1=C2COC=C2CO1
Lowest unoccupied orbital energy   0.698 eV